(1)
{"formula": "C25H29BrN2O5", "method": "wB97M-V/def2-TZVPD", "elements": ["C", "C", "O", "C", "C", "C", "C", "C", "C", "C", "C", "N", "C", "C", "O", "O", "C", "C", "C", "O", "Br", "N", "C", "C", "C", "C", "O", "C", "C", "C", "C", "C", "C", "H", "H", "H", "H", "H", "H", "H", "H", "H", "H", "H", "H", "H", "H", "H", "H", "H", "H", "H", "H", "H", "H", "H", "H", "H", "H", "H", "H", "H"], "xyz": [[1.337, -1.275, 3.866], [-0.009, -0.911, 2.990], [-1.211, -1.682, 3.368], [-1.232, -3.010, 2.721], [-1.678, -2.962, 1.122], [-0.640, -3.982, 0.321], [-0.962, -4.119, -1.288], [0.071, -3.168, -2.197], [-0.196, -1.621, -1.699], [-1.638, -0.938, -2.075], [-2.103, 0.604, -1.625], [-3.465, 1.041, -2.089], [-3.700, 2.425, -1.553], [-5.165, 3.125, -1.954], [-5.048, 3.631, -3.330], [-4.846, 4.918, -3.317], [-2.703, 3.321, -0.631], [-3.134, 4.834, -0.078], [-3.558, 4.713, 1.522], [-2.689, 4.464, 2.518], [-5.526, 4.984, 1.940], [-1.339, 2.830, -0.236], [-1.030, 1.450, -0.742], [0.443, 0.794, -0.380], [0.879, -0.718, -0.847], [2.345, -1.432, -0.526], [3.047, -0.851, 0.630], [4.313, -0.200, 0.243], [4.475, 1.398, 0.598], [5.867, 2.137, 0.127], [7.059, 1.315, -0.671], [6.920, -0.292, -1.002], [5.534, -1.035, -0.535], [1.130, -1.345, 5.021], [1.910, -2.237, 3.455], [2.096, -0.376, 3.692], [0.238, -1.071, 1.857], [-0.210, 0.254, 3.127], [-1.965, -3.723, 3.290], [-0.145, -3.488, 2.758], [-2.803, -3.350, 1.044], [-1.684, -1.878, 0.679], [0.442, -3.612, 0.572], [-0.782, -5.043, 0.845], [-0.704, -5.231, -1.589], [-2.040, -3.781, -1.591], [-0.203, -3.233, -3.352], [1.181, -3.503, -2.031], [-2.407, -1.602, -2.695], [-5.927, 2.208, -2.000], [-5.531, 3.906, -1.164], [-3.929, 5.017, -2.885], [-3.956, 5.350, -0.731], [-2.157, 5.513, -0.089], [1.253, 1.408, 0.238], [2.954, -1.353, -1.547], [2.171, -2.573, -0.305], [3.608, 1.972, 1.177], [5.981, 3.275, 0.381], [8.060, 1.839, -1.051], [7.720, -0.946, -1.561], [5.283, -2.184, -0.736]], "atomic_forces_ev_per_a": [[0.5551, 0.4235, -0.5313], [0.9389, 0.4478, -0.0670], [1.3222, -0.7605, -1.1471], [0.5036, -0.1984, -0.8155], [-0.1792, -0.5686, 0.3438], [-1.3637, 0.1102, 0.5857], [1.6092, 0.0246, -0.3616], [-0.9587, 0.8109, 0.6141], [-2.1690, 3.6796, 0.0891], [2.8188, 0.4789, 1.5041], [1.0538, -1.6787, -0.2500], [4.2831, 4.7972, 4.4207], [0.8721, -0.5920, 0.4392], [0.4301, -2.6547, 0.3339], [-1.4178, -5.3692, 1.6466], [2.7583, 5.1221, 1.2106], [1.8852, -2.9859, -0.6768], [1.1240, -0.6171, 0.3996], [5.1254, -1.2903, 4.5719], [-6.2740, 1.8023, -7.2208], [1.8208, -0.2877, -0.4795], [-4.3446, -2.4910, -3.2012], [-0.2850, -0.1168, -0.1870], [-0.6282, -3.0598, -1.6578], [-3.2314, 2.1655, -0.1492], [-1.0476, -0.1099, -1.1829], [2.1511, 0.9479, -2.5800], [2.7242, 2.2171, -0.8092], [3.0425, -2.4312, -2.1107], [-0.5849, -3.9348, -0.7072], [-2.6960, -2.0520, 0.8033], [-4.0960, 1.9987, 2.2922], [-0.2378, 3.2713, 0.7916], [0.2747, 0.0046, -2.3793], [-1.4575, 1.9812, 1.0636], [-1.5967, -1.8755, 0.3765], [-0.4989, 0.2639, 2.0187], [0.0201, -2.6553, -0.1556], [1.3999, 1.6466, -0.8510], [-2.1702, 0.9500, 0.0831], [2.4841, 0.7118, 0.0229], [0.2891, -2.0578, 0.9706], [-1.9114, -0.7325, -0.7753], [0.4248, 2.2281, -1.2271], [-0.9396, 2.1993, 0.4200], [1.9766, -0.9645, 0.8591], [0.6280, 0.0942, 2.5328], [-2.1739, 0.7806, -0.3487], [1.7820, 1.7523, 1.4813], [1.6474, 2.1239, 0.0589], [0.7743, -1.3220, -1.7826], [-1.4732, 0.1664, -1.1628], [1.4599, -1.2069, 1.5444], [-2.0877, -1.6200, 0.1076], [-2.2041, -1.3609, -1.4913], [-1.0432, -0.0603, 2.3633], [0.2233, 2.3316, -0.3440], [2.1905, -1.4021, -1.4375], [-0.1096, -2.5125, -0.6560], [-2.5996, -1.0802, 1.0968], [-1.6936, 1.7005, 1.2832], [0.8800, 2.8168, 0.4170]], "lowdin_charge": [-0.11, -0.25, -0.22, -0.20, -0.17, -0.20, -0.19, -0.17, -0.11, 0.04, -0.13, 0.10, -0.08, -0.11, -0.21, -0.07, -0.11, -0.13, -0.60, -0.08, 0.60, 0.09, -0.13, 0.06, -0.06, -0.17, -0.19, -0.15, 0.00, -0.06, -0.08, -0.07, -0.01, 0.08, 0.08, 0.08, 0.09, 0.14, 0.13, 0.12, 0.12, 0.10, 0.09, 0.12, 0.11, 0.11, 0.12, 0.10, 0.11, 0.15, 0.11, 0.12, 0.09, 0.14, 0.10, 0.15, 0.11, 0.10, 0.08, 0.09, 0.09, 0.10], "gap_ev": 6.9, "e_lumo_ev": -1.59, "multiplicity": 1, "smiles": "CCOCCCCCc1cc2nc(COO)c(CC(=O)Br)nc2cc1COc1ccccc1"}

(2)
{"formula": "C25H29Cl3N6O2S", "method": "wB97M-V/def2-TZVPD", "elements": ["C", "C", "C", "Cl", "C", "C", "Cl", "C", "N", "C", "C", "C", "C", "N", "C", "C", "C", "Cl", "C", "C", "C", "S", "N", "N", "H", "H", "H", "H", "H", "H", "H", "H", "H", "H", "H", "C", "N", "C", "O", "C", "C", "C", "C", "C", "N", "C", "C", "O", "H", "H", "H", "H", "H", "H", "H", "H", "H", "H", "H", "H", "H", "H", "H", "H", "H", "H"], "xyz": [[-0.031, -1.846, -2.512], [0.480, -1.393, -1.164], [1.252, -0.245, -0.992], [1.702, 0.791, -2.327], [1.716, 0.132, 0.354], [1.386, -0.626, 1.456], [1.923, -0.165, 3.053], [0.587, -1.826, 1.243], [0.171, -2.722, 2.090], [-0.500, -3.624, 1.278], [-1.126, -4.864, 1.830], [-2.654, -4.735, 1.882], [-3.250, -5.944, 2.540], [-3.056, -7.152, 2.060], [-3.670, -8.085, 2.878], [-3.641, -9.460, 2.648], [-4.288, -10.328, 3.536], [-4.244, -12.051, 3.264], [-4.966, -9.807, 4.648], [-4.992, -8.425, 4.879], [-4.336, -7.574, 3.985], [-4.193, -5.839, 4.025], [-0.532, -3.317, 0.004], [0.169, -2.161, -0.031], [0.397, -2.822, -2.758], [-1.120, -1.943, -2.480], [0.226, -1.146, -3.310], [2.324, 1.020, 0.485], [-0.733, -5.046, 2.835], [-0.847, -5.713, 1.198], [-2.938, -3.837, 2.438], [-3.048, -4.648, 0.864], [-3.113, -9.846, 1.784], [-5.469, -10.484, 5.332], [-5.509, -8.016, 5.742], [4.210, 4.996, -4.252], [2.833, 4.630, -4.579], [1.790, 4.409, -3.768], [0.772, 3.948, -4.273], [1.850, 4.655, -2.233], [0.444, 4.768, -1.593], [0.411, 4.882, -0.057], [-1.027, 5.069, 0.425], [0.967, 3.624, 0.612], [2.693, 5.772, -1.768], [2.596, 7.041, -2.174], [3.496, 8.035, -1.475], [1.836, 7.421, -3.051], [4.866, 4.709, -5.074], [4.539, 4.484, -3.347], [4.283, 6.076, -4.115], [2.620, 4.475, -5.552], [2.303, 3.744, -1.845], [-0.142, 3.892, -1.879], [-0.052, 5.643, -2.017], [0.992, 5.745, 0.267], [-1.634, 4.211, 0.136], [-1.045, 5.174, 1.510], [-1.448, 5.970, -0.020], [0.861, 3.706, 1.694], [2.023, 3.512, 0.376], [0.414, 2.752, 0.264], [3.356, 5.578, -1.037], [4.534, 7.727, -1.579], [3.358, 9.015, -1.931], [3.224, 8.086, -0.422]], "atomic_forces_ev_per_a": [[-0.0446, -0.1257, 0.4105], [0.3768, 0.7631, -0.4643], [-0.3102, -0.9706, 1.7788], [-0.2115, -0.3707, 0.4851], [-0.5993, -0.8083, -0.3688], [-0.2194, -0.0772, -1.2654], [-0.3518, -0.3912, -0.7175], [0.6251, 1.1193, -0.0883], [-0.7640, -1.3205, -0.1169], [0.4944, 0.2928, 1.3403], [0.1104, 0.0793, -0.1655], [-0.1591, -0.0398, 0.2079], [0.1909, -1.2331, -0.5631], [-0.3360, 1.4297, 0.7328], [0.1811, -0.2856, -0.3181], [-0.2343, -0.8956, 0.2350], [0.3069, 1.0840, -0.3256], [-0.0292, 0.3569, 0.0639], [-0.0167, 0.4643, 0.1183], [0.0755, -0.5260, -0.1960], [-0.4558, -0.0739, 0.6944], [0.3181, -0.3580, -0.5630], [0.1954, 0.3031, -0.3940], [0.9717, 1.7307, -0.7345], [-0.1519, 0.0397, 0.0580], [0.1351, -0.1198, 0.0212], [0.0419, -0.0561, 0.3600], [-0.1014, -0.0984, -0.1194], [-0.0092, 0.1133, -0.1642], [-0.1448, 0.0678, 0.1255], [0.0486, -0.0416, -0.0969], [0.0027, 0.0009, 0.1314], [-0.0493, 0.0396, 0.0792], [0.0730, 0.1207, -0.0893], [0.0408, -0.1660, -0.0978], [-0.5237, 0.1631, 0.0589], [1.4941, 0.2183, -0.0226], [-1.2952, -0.0477, -0.1076], [-0.0256, 0.1326, 0.7060], [-0.1881, 0.4124, 0.2949], [0.0070, 0.0857, -0.1676], [-0.0683, -0.5443, -0.1439], [0.2818, 0.3119, -0.3066], [0.0570, 0.5154, -0.1307], [0.2410, -1.4384, -0.0455], [-0.4669, 1.4940, -0.6875], [-0.0195, -0.0829, -0.0335], [-0.0800, -0.5017, -0.0033], [-0.1293, -0.0559, 0.0703], [0.0497, 0.0569, -0.0708], [0.2009, 0.0089, 0.0822], [-0.1139, -0.0680, 0.1315], [0.2516, -0.0907, 0.1127], [0.0172, 0.0126, -0.1359], [0.0089, -0.0224, -0.1224], [0.1042, 0.1206, -0.0198], [-0.0996, -0.0061, 0.0285], [-0.1026, -0.0233, 0.0281], [-0.1912, -0.0104, 0.0376], [0.0675, -0.1369, 0.0467], [0.1929, -0.2627, 0.0550], [0.0478, -0.1260, 0.0111], [-0.0228, -0.0610, 0.0062], [0.1618, 0.0450, 0.1617], [-0.0046, -0.1796, 0.0412], [0.1484, 0.0340, 0.1313]], "lowdin_charge": [-0.04, -0.22, -0.56, 0.72, -0.11, -0.56, 0.68, -0.31, 0.18, -0.33, -0.13, -0.18, -0.56, 0.12, -0.32, -0.03, -0.66, 0.65, -0.11, -0.08, -0.48, 1.08, 0.18, -0.01, 0.09, 0.09, 0.05, 0.09, 0.12, 0.12, 0.11, 0.12, 0.11, 0.10, 0.11, -0.06, 0.04, -0.46, 0.04, -0.19, -0.12, -0.43, -0.08, -0.08, 0.09, -0.57, 0.00, 0.06, 0.09, 0.08, 0.07, 0.14, 0.12, 0.12, 0.13, 0.12, 0.08, 0.08, 0.08, 0.08, 0.06, 0.08, 0.14, 0.08, 0.09, 0.08], "gap_ev": 9.0, "e_lumo_ev": 0.14, "multiplicity": 1, "smiles": "Cc1c(Cl)cc(Cl)c2nc(CCc3nc4cc(Cl)ccc4s3)nn12.CNC(=O)[C@H](CC(C)C)NC(C)=O"}

(3)
{"formula": "C25H29Cl5NO6SV", "method": "wB97M-V/def2-TZVPD", "elements": ["V", "C", "C", "C", "C", "C", "C", "C", "C", "C", "C", "C", "C", "C", "C", "C", "C", "C", "H", "H", "H", "H", "H", "H", "H", "H", "H", "H", "H", "H", "H", "H", "H", "H", "H", "H", "H", "H", "H", "H", "H", "H", "H", "H", "H", "H", "H", "O", "C", "O", "C", "O", "O", "Cl", "C", "C", "Cl", "C", "Cl", "C", "O", "C", "Cl", "C", "Cl", "O", "S", "N"], "xyz": [[-0.484, 0.434, -1.642], [-1.688, -0.967, 0.227], [-0.681, -1.630, 0.864], [0.301, -0.594, 1.323], [-0.186, 0.614, 0.926], [-1.448, 0.476, 0.196], [-2.595, 1.454, 0.512], [-2.844, 1.357, 2.028], [-2.220, 2.896, 0.170], [-3.894, 1.078, -0.202], [1.657, -0.681, 2.029], [2.097, 0.724, 2.467], [2.746, -1.194, 1.074], [1.619, -1.527, 3.307], [-0.756, -3.149, 1.048], [0.557, -3.888, 0.762], [-1.793, -3.744, 0.081], [-1.260, -3.464, 2.467], [-2.542, -1.426, -0.242], [0.286, 1.569, 1.079], [-1.965, 1.670, 2.594], [-3.088, 0.332, 2.317], [-3.681, 2.001, 2.309], [-1.301, 3.201, 0.674], [-3.022, 3.565, 0.492], [-2.076, 3.025, -0.902], [-4.210, 0.065, 0.052], [-3.800, 1.158, -1.283], [-4.685, 1.761, 0.118], [2.258, 1.383, 1.614], [3.044, 0.645, 3.004], [1.364, 1.188, 3.132], [2.868, -0.510, 0.235], [2.528, -2.170, 0.652], [3.696, -1.259, 1.614], [0.822, -1.191, 3.975], [2.570, -1.415, 3.835], [1.482, -2.585, 3.114], [0.924, -3.678, -0.244], [0.376, -4.964, 0.827], [1.344, -3.649, 1.470], [-1.551, -3.531, -0.960], [-2.800, -3.380, 0.293], [-1.806, -4.829, 0.208], [-0.612, -3.073, 3.245], [-1.335, -4.548, 2.598], [-2.253, -3.034, 2.612], [2.419, -2.258, -2.091], [1.409, -1.598, -2.077], [1.287, -0.377, -1.633], [0.050, -2.132, -2.600], [-0.124, -3.269, -2.955], [-0.870, -1.192, -2.577], [5.093, 4.959, -3.765], [3.735, 4.105, -3.131], [3.121, 3.100, -3.873], [3.726, 2.709, -5.439], [2.025, 2.413, -3.367], [1.262, 1.185, -4.307], [1.501, 2.702, -2.091], [0.487, 2.092, -1.575], [2.146, 3.722, -1.360], [1.528, 4.079, 0.212], [3.236, 4.411, -1.867], [3.984, 5.648, -0.927], [-3.729, 2.310, -3.943], [-2.430, 1.649, -3.991], [-1.821, 1.227, -2.713]], "atomic_forces_ev_per_a": [[0.4304, -0.3088, 0.3229], [0.0150, 0.0353, -0.0591], [0.0703, 0.0260, -0.0005], [-0.0140, -0.0468, -0.0607], [-0.0568, 0.1026, -0.0606], [-0.0957, 0.0636, 0.0682], [0.0140, -0.0055, 0.0190], [-0.0032, 0.0015, -0.0137], [-0.0055, 0.0136, -0.0005], [-0.0136, 0.0002, -0.0056], [-0.0012, 0.0148, 0.0022], [0.0430, 0.0152, 0.0088], [0.0023, 0.0002, 0.0143], [-0.0517, 0.0106, -0.0114], [-0.0011, -0.0096, -0.0223], [-0.0256, 0.0113, 0.0064], [-0.0277, -0.0194, -0.0182], [0.0151, -0.0052, -0.0372], [0.0086, 0.0130, 0.0214], [-0.0227, -0.0214, 0.0210], [-0.0031, 0.0091, -0.0016], [0.0092, -0.0056, 0.0014], [-0.0042, -0.0054, -0.0003], [-0.0056, -0.0056, -0.0053], [0.0029, 0.0070, 0.0054], [-0.0067, -0.0046, 0.0119], [-0.0011, 0.0056, 0.0150], [0.0090, -0.0085, 0.0007], [-0.0002, 0.0056, -0.0156], [0.0093, -0.0040, 0.0139], [-0.0001, 0.0027, 0.0000], [0.0052, 0.0029, 0.0039], [0.0020, -0.0067, 0.0066], [-0.0130, -0.0290, 0.0021], [-0.0035, -0.0001, -0.0010], [-0.0065, -0.0036, -0.0031], [-0.0086, -0.0096, -0.0024], [-0.0574, -0.0949, -0.0265], [-0.0074, -0.0031, 0.0040], [0.0024, 0.0070, 0.0020], [0.0398, 0.0369, 0.0495], [-0.0258, -0.0165, 0.0237], [0.0049, -0.0256, 0.0008], [-0.0036, -0.0026, -0.0021], [0.1077, 0.0537, 0.0579], [0.0058, 0.0077, 0.0045], [0.0081, 0.0011, 0.0004], [0.0037, -0.0128, 0.0437], [-0.0096, 0.0502, -0.0792], [-0.1046, 0.0119, -0.0548], [-0.0216, 0.0422, 0.0024], [0.0012, -0.0125, -0.0167], [0.0348, 0.1466, -0.0241], [0.0001, 0.0019, 0.0021], [-0.0008, 0.0065, 0.0110], [-0.0051, -0.0101, -0.0105], [-0.0035, 0.0043, 0.0063], [-0.0165, -0.0154, -0.0221], [-0.0429, 0.0677, -0.0308], [0.1712, -0.0705, 0.1198], [-0.4000, -0.0715, -0.1936], [-0.0072, -0.0044, -0.0026], [0.0138, 0.0068, -0.0128], [0.0152, 0.0054, -0.0112], [-0.0018, -0.0003, -0.0010], [0.0146, -0.0061, 0.0123], [0.0198, -0.0170, -0.0464], [-0.0005, 0.0719, -0.0318]], "lowdin_charge": [0.99, -0.04, -0.06, -0.06, -0.07, -0.33, -0.54, -0.04, -0.05, -0.05, -0.51, -0.07, -0.03, -0.05, -0.51, -0.03, -0.05, -0.04, 0.11, 0.08, 0.08, 0.09, 0.08, 0.06, 0.09, 0.07, 0.08, 0.05, 0.09, 0.07, 0.08, 0.09, 0.08, 0.06, 0.09, 0.09, 0.08, 0.05, 0.08, 0.09, 0.06, 0.08, 0.08, 0.09, 0.06, 0.08, 0.09, 0.10, -0.54, -0.14, -0.52, 0.11, -0.14, 0.65, -0.72, -0.70, 0.68, -0.57, 0.77, -0.42, -0.21, -0.58, 0.74, -0.70, 0.67, -0.54, 0.79, -0.45], "charge": -1, "gap_ev": [7.5, 8.0], "e_lumo_ev": [1.58, 1.98], "multiplicity": 2}

Energy above the lowest of the compared OMol25 structures with the same formula, charge and spin readings, ordered: 482.5; 0.0; 19.9 kcal/mol
E readings, ordered: -4028.75009; -3227.90141; -5119.58266 Eh